Entry 1:
The following is a DFT calculation (ωB97M-V/def2-TZVPD) of 6 unconnected molecules or ions with the total composition C49H56BrClF2N6O9S2.

Properties
Net charge: 0
HOMO energy: -9.413 eV
LUMO level: 0.24 eV
SMILES: C[C@@H](F)C[C@H]1OS(=O)(=O)[C@](CC(=O)Br)(S(C)(=O)=O)[C@@](O)(CCCF)[C@]1(CCC(=O)Nc1ccccc1)CC(=O)Cl.c1ccncc1.c1ccncc1.c1ccncc1.c1ccncc1.c1ccncc1
Multiplicity: 1
HOMO-LUMO gap: 9.65 eV

Positions of all 126 atoms, in Å:
C  5.9592  6.4502  3.2277
C  5.0064  5.7725  4.3021
F  4.6032  6.8605  5.1548
C  3.6834  5.1535  3.6467
C  3.5637  3.5725  3.8200
O  2.3389  3.3296  4.5642
S  0.9740  3.5435  3.7336
O  0.6054  4.9146  3.3912
O  -0.1078  3.0333  4.5777
C  1.1229  2.5341  2.1655
C  -0.1422  2.9799  1.3230
C  -0.5860  2.0153  0.1660
O  0.1123  1.4417  -0.5915
Br  -2.5606  1.8166  -0.0430
S  0.7389  0.7897  2.6939
C  -1.0542  0.4835  3.0322
O  1.1056  -0.2322  1.7093
O  1.3797  0.5815  3.9942
C  2.5549  2.7600  1.4845
O  2.8381  1.7510  0.4961
C  2.5122  4.1161  0.6720
C  2.0379  4.0118  -0.8546
C  2.3858  5.4523  -1.4637
F  3.7435  5.3548  -1.9097
C  3.7836  2.6773  2.5371
C  5.1458  3.2095  1.8550
C  6.4354  3.0533  2.7317
C  7.6486  3.7060  1.9567
O  7.5445  4.6298  1.1780
N  8.9773  3.1248  2.1505
C  8.9533  1.8146  1.4584
C  8.8925  1.7079  0.0013
C  8.8276  0.3680  -0.5812
C  8.8158  -0.7816  0.3104
C  8.8945  -0.7066  1.7682
C  8.9619  0.6444  2.3525
C  4.1877  1.1448  2.8382
C  4.5515  0.7056  4.2769
O  3.9965  -0.2326  4.7597
Cl  5.8781  1.2912  5.3870
H  7.0235  6.1211  3.3417
H  5.9701  7.5659  3.3978
H  5.6006  6.3111  2.1774
H  5.5414  5.0578  4.9738
H  2.8603  5.6289  4.2503
H  3.6864  5.5222  2.5972
H  4.3884  3.3513  4.5572
H  -0.1239  4.0110  0.8979
H  -1.0071  3.0134  2.0499
H  -1.1564  -0.3676  3.7598
H  -1.6134  1.3939  3.3477
H  -1.4887  0.1134  2.0662
H  3.6252  2.0042  -0.0126
H  1.8017  4.8546  1.1552
H  3.4614  4.6936  0.5797
H  0.9342  3.9229  -0.9741
H  2.6452  3.3072  -1.4647
H  2.2609  6.2740  -0.7144
H  1.7404  5.5684  -2.3698
H  5.1292  4.2878  1.5783
H  5.3614  2.6450  0.8987
H  6.3827  3.4923  3.7564
H  6.7584  1.9825  2.8725
H  9.6663  3.7000  1.6498
H  8.8834  2.6595  -0.5883
H  8.7522  0.2940  -1.6926
H  8.7393  -1.7908  -0.1566
H  8.8666  -1.6130  2.4163
H  8.9939  0.7476  3.4667
H  5.0586  0.8283  2.1858
H  3.3956  0.4190  2.4981
C  -7.8618  3.8644  -2.0029
C  -7.5157  4.4299  -0.7856
C  -6.4317  3.9023  -0.1027
N  -5.7000  2.8751  -0.5478
C  -6.0536  2.3445  -1.7240
C  -7.1179  2.7999  -2.4863
H  -8.7025  4.2491  -2.5685
H  -8.0738  5.2616  -0.3758
H  -6.1205  4.3129  0.8523
H  -5.4432  1.5113  -2.0578
H  -7.3579  2.3335  -3.4324
C  -6.4888  -3.0282  -2.8713
C  -7.2185  -1.9348  -3.3147
C  -6.5259  -0.7988  -3.7025
N  -5.1935  -0.6911  -3.6715
C  -4.5112  -1.7562  -3.2391
C  -5.1055  -2.9400  -2.8321
H  -6.9905  -3.9409  -2.5587
H  -8.2998  -1.9635  -3.3584
H  -7.0516  0.0808  -4.0593
H  -3.4321  -1.6388  -3.2226
H  -4.5013  -3.7724  -2.4923
C  -1.2449  -5.3488  0.9187
C  -0.7904  -4.9506  -0.3280
C  -1.4041  -5.4840  -1.4500
N  -2.4095  -6.3655  -1.4017
C  -2.8294  -6.7358  -0.1865
C  -2.2866  -6.2598  0.9960
H  -0.7921  -4.9537  1.8205
H  0.0214  -4.2420  -0.4278
H  -1.0854  -5.2004  -2.4483
H  -3.6440  -7.4529  -0.1770
H  -2.6685  -6.5937  1.9518
C  -9.1600  -8.2260  -1.5532
C  -9.8951  -7.1372  -1.9940
C  -9.2093  -5.9980  -2.3828
N  -7.8768  -5.8849  -2.3543
C  -7.1891  -6.9483  -1.9235
C  -7.7778  -8.1344  -1.5162
H  -9.6589  -9.1361  -1.2416
H  -10.9758  -7.1713  -2.0358
H  -9.7408  -5.1212  -2.7382
H  -6.1103  -6.8271  -1.9094
H  -7.1706  -8.9641  -1.1786
C  -2.9027  -5.5264  -5.5396
C  -2.6925  -5.8430  -6.8722
C  -2.5870  -7.1814  -7.2172
N  -2.6725  -8.1862  -6.3378
C  -2.8738  -7.8538  -5.0575
C  -2.9968  -6.5482  -4.6090
H  -2.9919  -4.4917  -5.2273
H  -2.6128  -5.0706  -7.6263
H  -2.4255  -7.4808  -8.2475
H  -2.9366  -8.6885  -4.3669
H  -3.1608  -6.3366  -3.5593

Atom charges from the Löwdin analysis, given in e for atoms 1 to 99: -0.032, -0.282, -0.077, -0.048, -0.233, -0.167, 0.714, -0.257, -0.266, -0.326, -0.166, -0.768, 0.066, 0.725, 0.702, -0.115, -0.296, -0.323, -0.337, -0.020, -0.109, -0.116, -0.156, -0.095, -0.214, -0.105, -0.105, -0.415, 0.072, 0.073, -0.247, -0.014, -0.073, -0.096, -0.060, -0.023, -0.056, -0.687, 0.041, 0.651, 0.078, 0.094, 0.071, 0.133, 0.129, 0.099, 0.110, 0.130, 0.101, 0.099, 0.065, 0.040, 0.108, 0.117, 0.106, 0.100, 0.123, 0.125, 0.120, 0.086, 0.143, 0.085, 0.075, 0.126, 0.116, 0.102, 0.096, 0.102, 0.110, 0.140, 0.113, -0.081, -0.077, -0.154, 0.029, -0.152, -0.070, 0.105, 0.100, 0.103, 0.082, 0.090, -0.069, -0.066, -0.167, 0.048, -0.157, -0.069, 0.063, 0.099, 0.087, 0.101, 0.092, -0.075, -0.064, -0.148, 0.045, -0.151, -0.071

Entry 2:
The following is a DFT calculation (ωB97M-V/def2-TZVPD) of 3 unconnected molecules or ions with the total composition C5H14N2O3.

Properties
Energy above the lowest of the compared OMol25 structures with the same formula, charge and spin: 28.6 kcal/mol
Net charge: 0
HOMO energy: -7.393 eV
LUMO level: 0.43 eV
SMILES: N/C=C(\N)CCC=O.O.O
Multiplicity: 1
HOMO-LUMO gap: 7.82 eV

Positions of all 24 atoms, in Å:
N  -1.4149  -1.7656  -0.4032
C  -0.1648  -1.3135  0.0406
C  0.2801  -0.0452  -0.0326
N  -0.4778  1.0031  -0.5882
C  1.7192  0.2749  0.3085
C  2.7109  -0.0427  -0.8276
C  2.4544  0.7645  -2.0631
O  3.3376  1.3228  -2.6664
H  -2.1328  -1.0727  -0.4992
H  -1.7719  -2.5889  0.0668
H  0.4947  -2.1017  0.3753
H  -1.4779  0.8387  -0.6094
H  -0.2583  1.9095  -0.1912
H  1.7809  1.3335  0.5740
H  1.9832  -0.3065  1.1915
H  3.7356  0.0762  -0.4708
H  2.6341  -1.1077  -1.0556
H  1.4110  0.8456  -2.3984
O  -1.7879  0.0042  2.5332
H  -1.3727  0.7539  3.0032
H  -1.1167  -0.3240  1.9122
O  -3.3231  0.4548  0.2798
H  -3.0125  0.3369  1.2010
H  -4.2306  0.7498  0.3195

And the natural (NBO) charges, in e, turn out to be: -0.839, -0.118, 0.067, -0.844, -0.415, -0.506, 0.428, -0.523, 0.393, 0.376, 0.197, 0.402, 0.370, 0.201, 0.224, 0.225, 0.230, 0.133, -0.970, 0.482, 0.497, -0.998, 0.508, 0.482

Entry 3:
The following is a DFT calculation (ωB97M-V/def2-TZVPD) of a molecular structure, C2HDyF5NO5S2.

Properties
Energy above the lowest of the compared OMol25 structures with the same formula, charge and spin: 28.4 kcal/mol
Net charge: +1
HOMO energy (alpha / beta): -13.125 / -13.014 eV
LUMO level (alpha / beta): -6.50 / -7.85 eV
⟨S²⟩: 12.62
Multiplicity: 7
HOMO-LUMO gap (alpha / beta): 6.63 / 5.16 eV

Positions of all 17 atoms, in Å:
N  0.1670  -0.1720  -0.4125
S  0.9220  0.7643  -1.5179
O  1.1382  0.2180  -2.8513
O  0.0608  2.0057  -1.4778
C  2.4049  1.4838  -0.5387
F  2.9934  0.4606  0.1156
F  3.2926  1.8705  -1.4896
S  -0.8664  0.4704  0.8949
O  -0.2838  1.7814  1.3565
O  -1.1069  -0.4602  2.0030
Dy  0.9355  3.3061  0.2985
C  -0.5958  -1.6006  -0.5344
F  0.0107  -2.3930  0.3477
F  -1.8987  -1.8788  -0.4774
F  -0.2350  -2.0004  -1.7530
O  -3.8501  -2.1845  3.1962
H  -3.0882  -1.6712  2.8402

And the Löwdin charges, in e, turn out to be: -0.284, 0.721, -0.200, -0.494, -0.544, 0.059, 0.036, 0.819, -0.638, -0.337, 1.966, -0.612, 0.174, 0.197, 0.156, 0.002, -0.021

> What is the net charge in the second record?

0

> What is the multiplicity in the third record?

7